Below is a structure of composition C34H33Br2N4OPbS5 in a non-equilibrium geometry, with properties calculated with wB97M-V/def2-TZVPD.

Summary:
Gap between HOMO and LUMO (spin up / spin down) = 0.154 / 0.196 Eh
Energy relative to the best compared isomer or geometry (same formula, charge and spin) = 0.429 eV
E_tot = -243306.038 eV
Net charge = +1

Last column: Mulliken charge in e.
Geometry (Å):
Pb -0.03 0.46 1.14  1.0359
S -0.32 -1.24 3.22  -0.4155
C 1.28 -1.31 3.90  1.0972
C 1.38 -1.80 5.21  -0.8414
C 2.55 -1.72 5.93  -0.5644
C 3.68 -1.14 5.35  -0.7942
C 3.63 -0.74 4.03  -0.5859
C 2.46 -0.84 3.29  -0.0127
S 2.58 -0.16 1.62  -0.2084
C 2.88 -1.60 0.53  -0.9844
C 1.71 -2.34 -0.05  0.4239
C 1.99 -3.45 -0.85  -1.0375
C 0.95 -4.14 -1.42  -0.7183
C -0.35 -3.73 -1.16  -0.9879
C -0.55 -2.63 -0.34  0.2989
C -1.93 -2.23 0.04  -0.9578
S -2.29 -0.49 -0.42  0.0392
C -3.36 -0.01 0.92  0.5979
C -4.30 -0.91 1.40  -0.6704
C -5.11 -0.55 2.47  -0.8113
C -5.02 0.72 3.02  -0.5805
C -4.12 1.63 2.51  -0.7191
C -3.26 1.28 1.46  0.3614
S -2.09 2.42 0.86  -0.2909
N 0.47 -1.94 0.17  0.8589
H 0.49 -2.22 5.66  0.4625
H 2.58 -2.07 6.95  0.4075
H 4.58 -1.00 5.93  0.4215
H 4.50 -0.32 3.55  0.4719
H 3.54 -2.30 1.06  0.5970
H 3.45 -1.16 -0.29  0.4965
H 3.01 -3.75 -1.02  0.5476
H 1.13 -4.99 -2.06  0.5188
H -1.19 -4.27 -1.56  0.4982
H -2.04 -2.28 1.12  0.4781
H -2.66 -2.88 -0.44  0.5366
H -4.41 -1.88 0.95  0.3904
H -5.82 -1.26 2.86  0.4249
H -5.66 0.99 3.84  0.4030
H -4.06 2.63 2.91  0.4716
C 0.47 2.12 4.36  -0.8566
C 0.93 3.06 3.31  0.5190
C 1.28 4.38 3.62  -1.1413
C 1.61 5.25 2.61  -0.8548
C 1.63 4.80 1.28  0.6921
C 1.87 5.63 0.16  0.1130
Br 2.23 7.47 0.38  -0.1496
C 1.84 5.12 -1.12  -0.5261
C 1.62 3.76 -1.33  -0.1593
Br 1.61 3.05 -3.07  -0.0518
C 1.43 2.85 -0.27  -0.1000
O 1.34 1.61 -0.47  -0.0936
C 1.36 3.43 1.06  0.1934
N 1.00 2.61 2.07  0.5673
H 0.27 2.63 5.30  0.5216
H 1.23 1.36 4.53  0.0088
H -0.44 1.60 4.03  0.0796
H 1.26 4.71 4.64  0.5284
H 1.85 6.28 2.83  0.3782
H 2.00 5.76 -1.98  0.4783
C 0.73 -3.02 -6.40  -1.2175
C -0.19 -2.98 -5.18  -0.5625
N 0.25 -1.94 -4.27  0.0609
C -0.39 -0.91 -3.70  -0.0292
S 0.40 -0.15 -2.41  -0.1122
N -1.60 -0.48 -4.08  -0.0675
C -2.10 -0.41 -5.45  -0.2685
C -2.47 1.02 -5.80  -1.4216
H 0.42 -3.81 -7.08  0.3941
H 1.76 -3.21 -6.09  0.3600
H 0.70 -2.08 -6.93  0.2837
H -0.12 -3.94 -4.65  0.2898
H -1.23 -2.83 -5.47  0.3692
H 1.19 -2.05 -3.93  0.2541
H -1.98 0.23 -3.47  0.2514
H -2.98 -1.06 -5.56  0.2987
H -1.31 -0.75 -6.13  0.2097
H -3.31 1.36 -5.20  0.3804
H -2.76 1.08 -6.84  0.4181
H -1.63 1.69 -5.63  0.3035